No. 1
Density functional theory data (wB97M-V/def2-TZVPD) for a cluster of 7 separate species, CH15NO5 in total at a distorted geometry.

Calculated values
Total energy ... -12998.6128 eV
Molar mass ... 121.13 g mol⁻¹
Energy relative to the best compared isomer or geometry (same formula, charge and spin) ... 10.258 eV

The geometry in XYZ format:
```
22
Properties=species:S:1:pos:R:3:forces:R:3:mulliken_charge:R:1
C 0.50243 -1.91418 0.27680 0.9136 -0.8220 -1.2116 -0.677
N -0.03616 -1.25146 -0.91432 1.2604 1.4397 3.6719 -0.158
H 0.32619 -1.44826 1.25422 -0.6626 0.3458 -0.1643 0.183
H 0.31052 -2.99241 0.35356 -0.4582 0.0075 0.1019 0.340
H 1.59248 -1.93329 0.11422 -0.0484 0.0214 -0.1423 0.431
H -0.69968 -0.54703 -0.57876 -0.3674 -0.5056 -0.5680 0.138
H 0.71578 -0.66744 -1.30929 0.2251 -0.2105 -1.2107 0.479
H -0.69124 0.36989 1.74336 1.0027 0.4316 0.2575 0.345
H -1.93148 0.34274 0.83654 -0.4703 -0.2068 -0.1209 0.488
O -1.64812 0.39544 1.76630 -0.5184 -0.0648 0.4960 -0.609
H 1.61784 0.87455 2.55922 -0.3859 -0.4115 -0.3999 0.202
H 1.88811 0.45636 0.36744 0.1287 0.1635 0.0520 0.403
O 1.13876 0.47262 1.80358 -0.1678 -0.0965 0.2098 -0.695
H 2.88100 1.01644 -0.73417 -0.3766 -0.1579 0.0035 0.283
H -0.86848 2.83159 -1.32407 -0.1098 0.1119 -0.0211 0.289
O -0.46093 1.99886 -1.08571 0.1565 -0.2456 -0.0184 -0.611
H 2.34739 -3.10305 -2.43640 0.1361 -0.0021 0.0190 0.109
H 1.61284 -3.05551 -2.49384 -0.1342 0.0015 -0.0218 -0.104
O 2.32510 0.26113 -0.50013 0.2053 -0.1349 -0.3802 -0.628
H -2.95211 -0.09076 -1.27065 0.0858 0.1148 0.1697 0.180
H -1.18593 1.33204 -1.03145 0.1253 0.5347 -0.1901 0.428
O -2.17615 0.05478 -0.71066 -0.5400 -0.3142 -0.5321 -0.817
```
Forces are in eV/Å.

No. 2
Density functional theory data (wB97M-V/def2-TZVPD) for a cluster of 6 separate species, CH15NO5 in total at a distorted geometry.

Calculated values
SMILES string ... CN.O.O.O.O.O
Total energy ... -13007.8751 eV
Molar mass ... 121.13 g mol⁻¹
Energy relative to the best compared isomer or geometry (same formula, charge and spin) ... 0.996 eV

The geometry in XYZ format:
```
22
Properties=species:S:1:pos:R:3:forces:R:3:mulliken_charge:R:1
C 2.98355 -0.55684 -0.64139 -1.0023 -0.6808 -0.8312 -0.697
N 2.18995 -1.19178 -1.73297 0.8511 0.2438 -1.5863 -0.574
H 2.22064 -0.24814 0.06698 0.6229 -0.0852 0.6212 0.188
H 3.47886 0.31762 -1.05572 -0.0077 0.0808 -0.0151 0.348
H 3.73530 -1.25426 -0.28377 -0.0141 0.1801 0.6415 0.305
H 2.80902 -1.23731 -2.54465 -0.1455 0.3893 -0.0740 0.235
H 2.01138 -2.18749 -1.65913 -0.2538 0.0616 1.0675 0.192
O -2.89299 4.75648 3.27247 -0.2063 0.2704 -0.7074 -0.643
H -2.67289 4.52736 4.17402 -0.1380 0.2967 0.2938 0.321
H -3.36044 5.60839 3.24512 0.3474 -0.5630 0.4158 0.322
O 0.93672 -2.08305 1.15992 0.1014 -0.0548 0.3081 -0.621
H 0.30194 -2.10812 0.44182 -0.2916 -0.1151 -0.5392 0.354
H 0.34631 -1.91881 1.89952 0.1337 0.0682 0.2641 0.293
O -0.96765 0.47462 0.38770 0.0536 0.1692 0.6543 -0.595
H -0.71250 0.45759 -0.53822 0.2089 0.2457 -0.6298 0.351
H -0.30817 1.06305 0.78267 -0.2861 -0.2499 -0.0094 0.282
O -0.16264 0.58105 -2.26864 0.2258 0.5316 -0.8788 -0.660
H 0.70358 0.19878 -2.49656 -0.0429 -0.4722 0.5259 0.337
H -0.28778 1.27901 -2.93394 -0.1921 -0.2875 0.4662 0.306
O -1.63057 -2.35158 -0.48196 -0.1117 -0.9121 0.2672 -0.669
H -1.60240 -1.41119 -0.61284 -0.0774 0.7665 0.0047 0.302
H -2.26210 -2.48568 0.23988 0.2248 0.1166 -0.2589 0.323
```
Forces are in eV/Å.

No. 3
Density functional theory data (wB97M-V/def2-TZVPD) for a cluster of 7 separate species, CH15NO6 in total at a distorted geometry.

Calculated values
SMILES string ... C=N.O.O.O.O.O.O
Total energy ... -15055.3377 eV
Molar mass ... 137.13 g mol⁻¹
Energy relative to the best compared isomer or geometry (same formula, charge and spin) ... 1.287 eV

The geometry in XYZ format:
```
23
Properties=species:S:1:pos:R:3:forces:R:3:mulliken_charge:R:1
C -1.69602 1.57650 -2.20458 -0.1789 0.6183 -0.2298 -0.282
N -1.56233 0.98466 -1.10724 -0.1272 -0.9193 0.1005 -0.381
H -1.62159 1.03024 -3.14470 0.1294 -0.1592 0.1248 0.231
H -1.90556 2.64538 -2.32162 -0.0023 -0.0268 0.1697 0.212
H -1.68740 1.53228 -0.25914 0.1575 0.3835 -0.1805 0.165
O -2.44532 -4.54685 -0.56392 -0.3696 -0.5233 -0.2461 -0.636
H -1.65211 -4.02198 -0.52198 0.3338 0.3922 0.1914 0.321
H -3.12684 -4.05848 -0.09917 0.0570 0.1677 0.0991 0.318
O 2.14034 2.32042 2.00965 0.0718 0.9964 0.9291 -0.689
H 1.24667 1.92619 1.98111 -0.4615 0.0072 0.2256 0.414
H 2.04745 3.25440 2.23793 -0.0783 -0.2715 -0.1329 0.321
O -0.30279 1.10149 1.82570 0.0593 0.4141 0.2914 -0.767
H -0.51710 1.03891 2.76526 -0.0962 -0.2812 -0.2901 0.325
H -0.32489 0.19288 1.43003 -0.0735 0.0173 0.1446 0.455
O 2.43806 0.78586 0.15337 0.5713 -1.1006 -1.5582 -0.727
H 2.33389 1.55178 0.73487 0.2006 0.2972 0.1159 0.408
H 3.34014 0.86524 -0.18622 -0.2453 -0.0926 0.1160 0.269
O 1.71627 -1.77760 -0.91718 0.3743 0.1469 0.6478 -0.727
H 1.10883 -1.87434 -1.64167 -0.2141 0.1498 -0.6174 0.328
H 1.88811 -0.82280 -0.78355 -0.1014 -0.1727 0.0007 0.443
O -0.59282 -1.22078 0.56439 -0.2352 -0.3779 0.4417 -0.755
H -1.08584 -0.91148 -0.20874 0.2100 0.2860 -0.1295 0.361
H 0.26084 -1.57191 0.25740 0.0186 0.0487 -0.2139 0.395
```
Forces are in eV/Å.

No. 4
Density functional theory data (wB97M-V/def2-TZVPD) for a structure of composition CH16O7 at a distorted geometry.

Calculated values
Total energy ... -15628.5176 eV
Molar mass ... 140.13 g mol⁻¹
Energy relative to the best compared isomer or geometry (same formula, charge and spin) ... 1.100 eV

The geometry in XYZ format:
```
24
Properties=species:S:1:pos:R:3:forces:R:3:mulliken_charge:R:1
C 0.14711 -0.54300 -2.98391 -0.1518 0.2240 1.4154 -0.766
O -0.08868 -0.51167 -1.54533 0.6198 0.1761 -0.9331 -0.871
H 0.88413 0.23315 -3.23978 -0.2416 -0.0879 -0.1761 0.265
H -0.81301 -0.34623 -3.48534 0.4879 -0.1912 -0.1294 0.263
H 0.58774 -1.51349 -3.28094 -0.4136 0.3411 0.0425 0.261
H 0.39471 0.43961 -1.01512 -0.9382 -2.1597 -1.6444 0.484
H -0.39037 2.09070 0.18867 -0.8503 0.4769 0.0213 0.444
H -1.22104 2.38529 1.34715 -0.1862 -0.3486 4.3640 0.337
O -1.25843 2.47428 0.45320 0.5006 0.3166 -4.0943 -0.752
H 1.33023 0.62881 0.51152 0.2207 1.0346 -1.1440 0.466
H 1.56621 1.82322 -0.77953 -0.5537 -0.9167 0.7480 0.331
O 0.93283 1.21214 -0.33000 1.9359 1.5277 1.1009 -0.677
H -2.07321 0.76954 0.12319 -0.3152 0.2141 0.1797 0.398
H -1.53649 -0.49314 -0.50283 -0.9727 0.1413 0.8379 0.435
O -2.18179 -0.19117 0.20960 1.0425 -0.4290 -0.9907 -0.794
H 1.50567 -1.26176 0.97520 0.2908 1.6959 0.2952 0.405
H 2.36889 -0.50117 2.09195 -0.3707 0.6713 -0.4333 0.318
O 1.69437 -0.30273 1.41389 0.4283 -3.0626 -0.0068 -0.687
H 0.61578 -1.87111 -0.78694 -0.3108 0.6343 0.1037 0.445
H 1.48877 -3.14518 -0.57862 -0.4689 1.2083 1.1824 0.342
O 1.08500 -2.38014 -0.08015 0.7072 -1.5598 -0.9796 -0.738
H 0.13184 0.00740 2.26001 -0.2947 0.1480 0.6288 0.387
H -1.31456 -0.07741 1.88402 0.2469 0.3393 1.0175 0.422
O -0.73430 0.21052 2.65265 -0.4120 -0.3941 -1.4058 -0.719
```
Forces are in eV/Å.

No. 5
Density functional theory data (wB97M-V/def2-TZVPD) for a cluster of 8 separate species, CH17O8 in total at a distorted geometry.

Calculated values
Total energy ... -17694.0932 eV
Total charge ... -1
Molar mass ... 157.14 g mol⁻¹
Energy relative to the best compared isomer or geometry (same formula, charge and spin) ... 0.544 eV

The geometry in XYZ format:
```
26
Properties=species:S:1:pos:R:3:forces:R:3:mulliken_charge:R:1
C -6.51800 9.75500 19.94900 -1.3947 -3.4079 -0.5330 -0.523
O -6.91300 8.93100 18.88800 -0.1913 -0.4483 -0.0847 -0.734
H -6.73200 10.73400 19.68700 -0.3693 2.4918 0.0052 0.405
H -5.45800 9.63200 20.10800 0.6934 0.1018 0.6688 -0.262
H -7.15600 9.42400 20.82500 0.8802 0.7961 0.0198 0.176
O -5.04200 7.97200 22.31200 0.2974 -0.3844 -0.4225 -0.688
H -5.58500 8.63800 21.89300 -0.4536 0.7415 0.1413 0.356
H -4.92600 7.41100 21.53400 0.1901 -0.4172 0.1696 0.345
O -3.83500 11.64900 19.35000 1.5520 -0.9587 0.5723 -0.693
H -4.73700 11.40600 19.25700 -1.4818 0.0420 -0.3884 0.377
H -3.43800 10.74600 19.49500 -0.1231 1.5136 -0.4732 0.388
O -4.51100 8.21600 17.68300 1.6751 -0.7365 -1.3168 -0.700
H -5.38300 8.34900 18.00900 -1.9677 0.4334 0.7919 0.448
H -3.93500 8.49600 18.38100 0.3157 0.3091 0.5169 0.318
O -2.55900 9.28800 19.72800 0.4464 -0.2953 -0.5637 -0.720
H -1.87400 8.68800 19.40000 -0.2525 0.1882 0.2434 0.304
H -2.70600 9.11500 20.65200 0.0095 -0.3629 0.6409 0.315
O -6.84400 10.51100 16.76800 -1.1642 3.0657 -1.1760 -0.696
H -7.50200 11.24000 16.99400 1.3170 -1.6515 -0.4230 0.271
H -6.97800 9.84100 17.43000 -0.1400 -1.1613 1.5428 0.350
O -9.58600 8.85300 19.21600 -1.4067 0.2865 -0.5392 -0.665
H -8.62700 8.83300 19.14300 1.5684 0.0222 -0.3697 0.378
H -9.79700 8.57700 20.09400 -0.1481 -0.2651 0.7819 0.282
O -6.92900 6.09000 19.12500 0.6023 -0.5325 -1.5410 -0.662
H -7.22500 5.95100 19.99700 -0.6387 -0.0318 1.4867 0.257
H -7.12800 7.01000 18.89400 0.1842 0.6612 0.2496 0.373
```
Forces are in eV/Å.

No. 6
Density functional theory data (wB97M-V/def2-TZVPD) for a cluster of 8 separate species, CH18O8 in total at a distorted geometry.

Calculated values
SMILES string ... CO.O.O.O.O.O.O.O
Total energy ... -17707.8368 eV
Molar mass ... 158.15 g mol⁻¹
Energy relative to the best compared isomer or geometry (same formula, charge and spin) ... 1.245 eV

The geometry in XYZ format:
```
27
Properties=species:S:1:pos:R:3:forces:R:3:mulliken_charge:R:1
C 5.50646 -1.96069 0.78886 -0.4772 0.2187 1.9085 -0.541
O 6.86443 -1.88426 0.42835 -0.3083 -0.0052 -1.3791 -0.481
H 5.46764 -2.84581 1.42380 -0.8305 0.0207 0.2963 0.257
H 5.26276 -1.07129 1.36996 0.1040 -0.1013 0.2254 0.210
H 4.70549 -2.01342 0.05145 0.5347 -0.1290 -0.7848 0.251
H 6.90211 -2.63644 -0.16697 0.9740 -0.0023 -0.2650 0.304
O -3.88708 -2.47105 1.13017 -0.1146 -0.1246 0.1104 -0.638
H -3.97514 -2.11299 0.24685 -0.0900 0.0607 -0.2978 0.325
H -3.12948 -2.01680 1.49884 0.1935 0.0611 0.1718 0.310
O 0.33746 0.18049 -5.77103 -0.1506 0.1027 -0.1806 -0.643
H 1.16676 -0.24280 -5.99312 0.1979 -0.0911 -0.0879 0.317
H 0.25193 0.05947 -4.82538 -0.0596 -0.0066 0.3111 0.323
O 0.53527 3.24454 4.00946 -0.0824 -0.2380 0.0635 -0.632
H 0.14667 3.86007 3.38790 -0.1290 0.1251 -0.1695 0.316
H 1.30450 3.70105 4.35021 0.2143 0.0844 0.1113 0.318
O -4.27844 3.58645 -1.27548 0.1535 -0.1931 -0.1251 -0.632
H -4.17529 4.53453 -1.19346 0.0567 0.2485 -0.0317 0.312
H -5.01434 3.37454 -0.70121 -0.2043 -0.1005 0.1481 0.323
O 0.24409 -1.69358 4.55671 -0.0726 -0.1380 -0.1973 -0.640
H 0.48881 -1.96634 5.44098 0.0440 -0.1171 0.2096 0.317
H 0.36079 -0.74352 4.55769 0.0215 0.2931 -0.0356 0.321
O -0.09325 0.46637 -1.17208 0.1767 -0.0355 -0.1922 -0.629
H -0.68981 1.20858 -1.07466 -0.1636 0.2271 -0.0203 0.319
H -0.32393 -0.12282 -0.45384 -0.0132 -0.1895 0.1689 0.311
O -4.73887 -0.40674 -3.25941 -0.0577 -0.1709 0.2124 -0.632
H -4.63479 -0.56296 -4.19801 0.0365 -0.0887 -0.2345 0.320
H -4.60476 0.53542 -3.15660 0.0464 0.2892 0.0643 0.312
```
Forces are in eV/Å.

Please write out number 5 again, unchanged.
Density functional theory data (wB97M-V/def2-TZVPD) for a cluster of 8 separate species, CH17O8 in total at a distorted geometry.

Calculated values
Total energy ... -17694.0932 eV
Total charge ... -1
Molar mass ... 157.14 g mol⁻¹
Energy relative to the best compared isomer or geometry (same formula, charge and spin) ... 0.544 eV

The geometry in XYZ format:
```
26
Properties=species:S:1:pos:R:3:forces:R:3:mulliken_charge:R:1
C -6.51800 9.75500 19.94900 -1.3947 -3.4079 -0.5330 -0.523
O -6.91300 8.93100 18.88800 -0.1913 -0.4483 -0.0847 -0.734
H -6.73200 10.73400 19.68700 -0.3693 2.4918 0.0052 0.405
H -5.45800 9.63200 20.10800 0.6934 0.1018 0.6688 -0.262
H -7.15600 9.42400 20.82500 0.8802 0.7961 0.0198 0.176
O -5.04200 7.97200 22.31200 0.2974 -0.3844 -0.4225 -0.688
H -5.58500 8.63800 21.89300 -0.4536 0.7415 0.1413 0.356
H -4.92600 7.41100 21.53400 0.1901 -0.4172 0.1696 0.345
O -3.83500 11.64900 19.35000 1.5520 -0.9587 0.5723 -0.693
H -4.73700 11.40600 19.25700 -1.4818 0.0420 -0.3884 0.377
H -3.43800 10.74600 19.49500 -0.1231 1.5136 -0.4732 0.388
O -4.51100 8.21600 17.68300 1.6751 -0.7365 -1.3168 -0.700
H -5.38300 8.34900 18.00900 -1.9677 0.4334 0.7919 0.448
H -3.93500 8.49600 18.38100 0.3157 0.3091 0.5169 0.318
O -2.55900 9.28800 19.72800 0.4464 -0.2953 -0.5637 -0.720
H -1.87400 8.68800 19.40000 -0.2525 0.1882 0.2434 0.304
H -2.70600 9.11500 20.65200 0.0095 -0.3629 0.6409 0.315
O -6.84400 10.51100 16.76800 -1.1642 3.0657 -1.1760 -0.696
H -7.50200 11.24000 16.99400 1.3170 -1.6515 -0.4230 0.271
H -6.97800 9.84100 17.43000 -0.1400 -1.1613 1.5428 0.350
O -9.58600 8.85300 19.21600 -1.4067 0.2865 -0.5392 -0.665
H -8.62700 8.83300 19.14300 1.5684 0.0222 -0.3697 0.378
H -9.79700 8.57700 20.09400 -0.1481 -0.2651 0.7819 0.282
O -6.92900 6.09000 19.12500 0.6023 -0.5325 -1.5410 -0.662
H -7.22500 5.95100 19.99700 -0.6387 -0.0318 1.4867 0.257
H -7.12800 7.01000 18.89400 0.1842 0.6612 0.2496 0.373
```
Forces are in eV/Å.

total energy of number 6 (CH18O8)?
-17707.8368 eV

Which value of total energy does entry 3 give?
-15055.3377 eV